Entry 1:
Density functional theory data (wB97M-V/def2-TZVPD) for a structure of composition C23H52DyO3P4Se at a distorted geometry.

```
84
Properties=species:S:1:pos:R:3:forces:R:3:mulliken_charge:R:1
H -6.100018 1.558240 0.630507 -0.0846 -0.2081 0.1139 0.42
H -5.928158 -1.130356 -0.808405 -0.0469 0.0175 0.2894 0.18
H -0.276440 -3.086333 1.153355 0.1155 0.1297 0.2419 0.07
C 2.355936 0.455796 -7.235957 -0.4453 -0.3751 0.2501 -0.70
H -0.942884 3.763635 1.865742 0.1023 0.2868 -0.1829 0.24
H -1.457136 4.311928 0.241979 0.2461 0.2296 0.2047 0.33
C -0.053583 0.158291 3.161759 0.1104 0.1129 -0.1496 -1.43
H 2.145533 3.989207 1.729121 0.0317 -0.2561 0.0119 0.57
H -2.697614 0.149871 1.892125 -0.0828 0.0039 0.0983 -0.19
C -3.012418 -1.294755 -2.280846 -0.2296 0.3035 -0.7179 -0.12
H -7.132451 0.152825 -0.992833 0.2000 -0.1002 0.1003 0.36
Se 0.874408 0.808787 -3.303124 -0.7061 -0.1808 -2.0896 0.43
H -0.407122 1.196389 3.099876 0.0733 -0.1848 0.1194 0.24
H 2.695501 -3.003778 0.494979 -0.0543 0.0410 -0.2553 0.29
C 0.566107 -3.616311 -2.573920 -0.2243 0.3276 0.7495 -0.43
H 4.173340 -2.242313 -0.136062 -0.3608 -0.0697 -0.0294 0.59
C 2.004053 0.893958 -5.951880 0.0855 0.1733 0.4400 -0.47
Dy -0.538868 0.684382 -1.056124 0.7235 -2.7562 1.5412 -0.29
H 3.101636 1.021003 -7.816907 -0.5782 -0.3353 0.2925 0.39
C 1.763151 -0.716700 -7.738728 0.2335 0.0556 0.2957 -0.44
C 0.864359 -1.474225 -6.962270 0.1418 0.6453 0.1923 -0.69
H 3.893127 1.228050 -0.684287 0.0170 -0.1582 -0.2093 0.31
H 1.088678 -2.524830 2.155234 -0.2549 -0.0711 -0.0314 0.33
H 2.835396 2.498325 1.011872 -0.3474 0.1959 0.1307 0.27
H -3.808394 -2.162795 -0.502860 -0.2623 -0.1207 0.0202 0.16
H 2.039100 -1.054305 -8.739002 -0.1271 0.0285 0.3137 0.40
H 0.791200 3.949496 -2.084493 0.2442 0.1567 0.2561 0.39
C 0.509046 -1.026332 -5.678828 0.1251 -0.0299 0.3085 -0.08
H -5.256485 0.194642 1.424260 0.2732 0.0660 -0.3226 0.34
C 0.322835 -4.078692 -1.334798 0.0567 0.2908 -0.8788 -0.66
C -6.502176 -0.374140 -0.266774 -0.4911 0.1290 -0.3767 -1.18
C 3.085410 -2.321425 -0.265738 -0.4594 -0.2851 -0.4358 -1.45
P 2.389044 -0.624686 -0.085625 1.4686 -0.2770 -0.1130 0.77
C 1.926283 2.956087 1.428736 -0.1530 -0.1633 0.1047 -1.19
H 0.447593 -2.416556 -7.343698 0.1373 0.5965 0.1656 0.41
H -2.760176 -3.219890 -1.452946 -0.1870 -0.1285 0.1273 0.11
C -2.255368 -0.851032 1.809312 -0.0605 -0.2739 0.0219 -0.80
H -4.385076 4.526973 3.698728 -0.0142 -0.1315 -0.1221 0.41
H -4.998100 5.212376 2.205836 0.2774 -0.0939 -0.0363 0.38
O -2.048517 -0.542427 -1.566922 0.6241 0.9217 0.4673 0.06
C 3.790644 0.177295 -0.985729 -0.2289 0.3850 0.1165 -1.37
C 3.113646 -0.438171 1.599670 -0.2561 0.4382 0.1225 -1.46
O -4.021689 3.246271 0.592366 2.1237 -2.4606 -2.1959 -0.30
H -3.796844 -0.603244 -2.587601 -0.2375 -0.0271 0.0263 0.36
H -3.348896 2.644600 2.492889 -0.2578 -0.0668 -0.2305 0.12
C -4.186895 4.605565 2.624002 -0.1098 0.2703 0.0556 -1.44
H -5.134158 2.702272 2.233663 0.2517 0.0588 0.0700 0.41
C -3.550739 -2.469157 -1.514899 0.3798 -0.1764 0.1621 -1.02
H -0.081815 5.147934 1.070414 -0.3873 -0.1904 0.0779 0.54
H 2.661646 -1.122154 2.323469 0.0600 0.1863 -0.0967 0.52
C -4.182985 3.209278 2.049345 -0.2826 0.3011 1.6132 0.16
C -5.612178 0.593530 0.466235 -1.2593 0.1804 0.3074 -0.12
H 3.659820 0.116955 -2.068995 0.0963 0.0165 0.0753 0.38
C 1.104871 0.143633 -5.172329 0.2323 -0.0642 -0.7016 0.67
H -0.685333 0.972730 -3.240257 1.0923 0.0871 -0.9633 0.20
C -0.593953 4.187744 0.911151 0.0605 -0.1401 -0.0846 -1.19
H -3.222905 5.124952 2.534214 -0.3004 -0.1905 -0.2247 0.30
H 1.561628 -3.505710 -3.020304 -0.3286 -0.5094 0.2691 0.40
H -0.571440 -0.352038 3.985104 0.1975 0.1455 -0.1527 0.52
C 0.011282 -2.431417 1.985884 0.1688 -0.0343 -0.3743 -1.13
O -4.459173 0.877087 -0.381124 3.4268 1.8980 0.2832 0.16
H 2.440182 1.817161 -5.552700 -0.1346 -0.4129 -0.1885 0.38
H 3.023805 0.592305 1.945379 0.1010 -0.2069 0.2142 0.29
H -0.243275 -3.238813 -3.201380 0.0628 -0.0850 0.2153 0.20
P -3.346894 2.020209 -0.229048 -4.5655 0.3202 0.9095 0.42
H 1.098047 -4.534610 -0.726717 0.0031 0.1799 -0.0439 0.40
H 4.174766 -0.696490 1.509901 -0.1997 0.1027 0.1022 0.50
H -2.703236 -1.369725 0.953962 0.1055 0.1297 0.2668 0.09
H -7.183342 -0.857661 0.439637 0.1979 -0.0023 -0.0529 0.40
H -0.527888 -2.739692 2.892544 0.1735 0.1334 -0.2125 0.54
H 1.580833 4.975907 -0.828962 0.0942 -0.2418 -0.2493 0.45
C 1.413670 3.946704 -1.177164 -0.2216 -0.0327 0.0058 -1.24
H 1.585653 2.373928 2.298290 0.2310 0.2820 -0.2154 0.26
P -0.438813 -0.700322 1.584335 -0.9091 0.0086 0.7297 1.03
H -0.217943 -1.591799 -5.091677 0.3285 0.1430 -0.1251 0.32
H -0.681377 -4.062938 -0.896236 0.2997 -0.2043 -0.3846 0.24
H -4.419962 -2.915293 -2.009667 0.1796 0.1196 0.0926 0.40
H -2.445292 -1.412048 2.735037 -0.1997 0.2387 -0.2166 0.62
H 2.859965 -2.695791 -1.267245 0.1272 -0.1852 0.2370 0.23
H 2.371696 3.456533 -1.410312 -0.2923 0.2361 0.0438 0.28
P 0.597092 3.012225 0.176259 0.4261 0.5850 0.1115 0.91
H 1.025516 0.166248 3.351434 -0.2648 0.0164 0.0375 0.42
H -2.537658 -1.642862 -3.198638 0.0110 -0.0465 -0.1180 0.28
H 4.699834 -0.361085 -0.693565 -0.1129 0.3028 -0.2205 0.53
```
Positions in Å, forces in eV/Å.

Summary:
- HOMO level (alpha / beta) (eV) = -16.482 / -16.505
- HOMO-LUMO gap (alpha / beta) (hartree) = 0.179 / 0.180
- expectation value of S² = 9.356
- F_max (eV/Å) = 4.67
- relative energy (zero: lowest compared OMol25 entry of this formula, charge and spin) (eV) = 0.000
- 2S+1 = 6
- charge = +3

Entry 2:
Density functional theory data (wB97M-V/def2-TZVPD) for the molecule C4H9NO at a distorted geometry.

```
15
Properties=species:S:1:pos:R:3:forces:R:3:mulliken_charge:R:1
N -0.175944 0.457629 0.460313 -0.2676 -2.5255 -1.7257 -0.22
C 0.195609 1.286154 -0.685394 10.0686 0.0458 9.6596 -0.64
H -2.136934 -1.145121 1.554638 -2.0798 -1.0821 -0.7755 0.38
O -0.285482 -1.519708 -0.729737 -1.6313 2.0034 2.8455 -0.63
H -0.895150 -2.688334 1.649573 -1.1429 3.2950 -1.0469 0.23
C 1.483539 0.781582 -1.490876 0.4789 -2.9559 3.7063 -0.88
C -0.596362 -0.834717 0.306148 4.2655 -2.8884 -3.8120 0.77
H 2.399894 0.612873 -0.685236 -2.2487 0.5194 -2.1203 0.20
H 0.373904 2.268008 -0.063537 0.0263 -1.2552 -2.0936 0.33
H 1.727037 1.612747 -2.113341 0.3975 0.0174 -1.0058 0.38
H -0.418608 1.372392 -1.323012 -9.1337 1.3229 -8.2368 0.47
H -0.799443 0.737357 1.140951 -0.9051 2.5104 1.7363 0.21
H 1.262880 -0.337576 -1.931120 0.5285 3.3443 0.6784 0.24
H -1.003567 -1.117766 2.405089 2.5660 2.3877 4.5018 0.54
C -1.131372 -1.485519 1.505541 -0.9222 -4.7391 -2.3114 -1.40
```
Positions in Å, forces in eV/Å.

Summary:
- HOMO level (eV) = -9.519
- HOMO-LUMO gap (hartree) = 0.378
- F_max (eV/Å) = 13.95
- relative energy (zero: lowest compared OMol25 entry of this formula, charge and spin) (eV) = 3.919

Entry 3:
Density functional theory data (wB97M-V/def2-TZVPD) for a structure of composition C4H5N at a distorted geometry.

```
10
Properties=species:S:1:pos:R:3:forces:R:3:mulliken_charge:R:1
H 0.854072 -1.615805 0.695535 -0.1440 -3.8755 0.7181 0.32
H -2.400814 1.174649 -0.231068 -0.0810 1.3570 -1.9453 0.33
N 0.374530 0.631140 -1.174853 -0.9224 -0.2418 0.4626 -0.51
H -2.354306 0.086889 0.934308 0.4047 -1.0704 1.4992 0.27
H 2.259677 -0.188496 -1.441021 -1.2342 -0.0983 1.6641 0.32
C -0.488871 0.197664 -0.094264 2.5989 -0.5145 0.7668 0.28
C 0.924632 -0.633490 0.545915 -4.1080 3.1430 -3.2038 -0.54
C 1.327319 -0.104999 -0.755339 2.7466 0.5987 -3.1069 0.03
C -1.724196 0.506576 0.198527 -0.4240 -0.6502 0.6901 -0.74
H 1.227957 -0.054129 1.322262 1.1635 1.3520 2.4551 0.25
```
Positions in Å, forces in eV/Å.

Summary:
- HOMO level (eV) = -9.484
- HOMO-LUMO gap (hartree) = 0.388
- F_max (eV/Å) = 6.08
- relative energy (zero: lowest compared OMol25 entry of this formula, charge and spin) (eV) = 3.259

What is the formula in the second record? C4H9NO

Look up the relative energy (zero: lowest compared OMol25 entry of this formula, charge and spin) of the first one. 0.000 eV

Number 1 is which compound? C23H52DyO3P4Se

Which of these has the highest relative energy (zero: lowest compared OMol25 entry of this formula, charge and spin)? C4H9NO